The molecule C19H23N3O. Source: the OMol25 dataset; level of theory: ωB97M-V with the def2-TZVPD basis set.

Atoms and positions in Å:
C (-4.096, -1.182, -1.974)
C (-3.747, -1.694, -0.799)
C (-4.517, -2.820, -0.171)
C (-2.573, -1.196, -0.060)
C (-1.750, -2.063, 0.652)
C (-0.649, -1.574, 1.330)
C (-0.362, -0.223, 1.313)
C (-1.170, 0.664, 0.609)
C (-0.814, 2.145, 0.631)
C (-1.150, 2.714, 2.013)
C (-1.522, 2.961, -0.454)
N (0.632, 2.249, 0.441)
C (1.259, 1.663, -0.615)
O (0.677, 1.065, -1.496)
N (2.629, 1.831, -0.612)
C (3.438, 0.962, -1.448)
C (3.761, -0.330, -0.740)
C (2.757, -1.259, -0.485)
C (3.080, -2.406, 0.221)
N (4.297, -2.671, 0.669)
C (5.250, -1.790, 0.423)
C (5.039, -0.608, -0.270)
C (-2.272, 0.165, -0.063)
H (-3.524, -0.406, -2.451)
H (-4.955, -1.544, -2.515)
H (-3.979, -3.760, -0.286)
H (-4.658, -2.641, 0.894)
H (-5.490, -2.928, -0.645)
H (-1.953, -3.123, 0.660)
H (-0.007, -2.251, 1.875)
H (0.507, 0.141, 1.844)
H (-2.214, 2.603, 2.204)
H (-0.897, 3.772, 2.061)
H (-0.606, 2.182, 2.790)
H (-1.131, 3.977, -0.452)
H (-2.592, 3.005, -0.273)
H (-1.331, 2.516, -1.427)
H (1.143, 2.866, 1.051)
H (3.059, 2.110, 0.258)
H (2.841, 0.759, -2.341)
H (4.351, 1.493, -1.728)
H (1.750, -1.084, -0.830)
H (2.329, -3.154, 0.438)
H (6.231, -2.045, 0.804)
H (5.854, 0.080, -0.443)
H (-2.927, 0.830, -0.602)

Cartesian forces, eV/Å:
C -0.0049 -0.0104 0.0100
C -0.2311 -0.0989 -0.1506
C -0.0051 0.0239 -0.0893
C 0.2312 0.1303 0.1355
C -0.1278 -0.0009 -0.1026
C 0.0873 0.0261 0.0842
C -0.0731 -0.0252 0.0448
C -0.0341 -0.1756 0.0800
C -0.0814 0.1007 -0.1628
C 0.1323 -0.0549 -0.1701
C 0.0562 -0.1834 0.1010
N -0.1549 0.2289 0.3115
C 0.4343 0.4140 0.1661
O -0.2290 -0.2660 -0.2762
N 0.2329 0.1582 0.0206
C -0.0771 0.0019 -0.1009
C 0.1052 -0.0776 0.0239
C 0.1317 -0.0281 0.0187
C -0.2864 0.1527 -0.1450
N 0.1889 -0.4440 0.2750
C 0.2035 0.1611 -0.0106
C -0.2044 -0.0139 -0.0822
C 0.0730 0.0018 0.1198
H 0.1805 0.1577 -0.0661
H -0.2037 -0.0873 -0.0272
H 0.0094 -0.1054 0.0700
H -0.0330 -0.0454 0.0748
H -0.0482 -0.0502 -0.0218
H -0.0581 -0.1044 0.0095
H 0.0502 -0.0607 0.0423
H 0.0637 0.0351 0.0193
H -0.0725 0.0028 0.0063
H 0.0199 0.1469 0.0169
H 0.0383 -0.0550 0.0881
H 0.0038 0.0661 0.0462
H -0.1569 0.0192 -0.0155
H -0.0456 0.0110 -0.0950
H 0.0287 -0.0421 -0.0556
H -0.1019 -0.0734 -0.0274
H 0.1907 0.0673 0.0468
H -0.0858 -0.1008 -0.0391
H -0.1358 -0.0012 -0.0398
H -0.1380 -0.0169 -0.0283
H 0.1139 0.0589 -0.0059
H 0.0935 0.0587 -0.0150
H -0.0804 0.0979 -0.0842

Results
Total charge: 0
Highest occupied orbital energy in eV: -8.5
SMILES: C=C(C)c1cccc(C(C)(C)NC(=O)NCc2ccncc2)c1
Total energy in eV: -26594.8759
Frontier orbital gap in eV: 9.11
LUMO level in eV: 0.62
Strongest force on any atom in eV Å⁻¹: 0.62